one) Molecular formula: C4H6NO3
Method: DFT, ωB97M-V/def2-TZVPD

ORCA input file:
```
! RIJCOSX wB97M-V def2-TZVPD def2/J DEFGRID3
* xyz -1 1
O -0.65 2.19 -1.53
O 0.25 -1.77 2.28
O 0.49 0.43 1.78
N -0.16 0.06 -0.91
C 0.15 -0.74 1.58
C -0.26 -0.96 0.07
C 0.56 -0.35 -2.11
C -0.51 1.33 -0.70
H 0.26 -1.87 -0.21
H -0.49 1.72 0.39
H 0.67 0.44 -2.88
H 0.08 -1.15 -2.57
H -1.28 -1.32 0.13
H 1.53 -0.69 -1.77
*
```

Calculated values
Gap between HOMO and LUMO: 7.958 eV
HOMO energy: -4.2 eV
Molecular weight: 116.10 g/mol
SMILES string: CN(C=O)CC(=O)[O-]

---

two) Molecular formula: C4H6NO3
Method: DFT, ωB97M-V/def2-TZVPD

ORCA input file:
```
! RIJCOSX wB97M-V def2-TZVPD def2/J DEFGRID3
* xyz -1 1
O 0.08 0.49 1.59
O -0.78 -2.39 -0.06
O 1.64 2.04 0.93
N -0.29 -0.40 -0.92
C -1.70 -0.15 -1.17
C 0.79 1.14 0.79
C 0.61 0.79 -0.80
C 0.02 -1.45 -0.08
H 1.60 0.52 -1.15
H -2.04 -1.05 -1.75
H 0.88 -1.43 0.60
H -1.87 0.72 -1.79
H -2.29 0.15 -0.31
H 0.26 1.66 -1.33
*
```

Calculated values
Gap between HOMO and LUMO: 8.070 eV
HOMO energy: -4.1 eV
Molecular weight: 116.10 g/mol
SMILES string: CN(C=O)CC(=O)[O-]

---

three) Molecular formula: C4H6NO3
Method: DFT, ωB97M-V/def2-TZVPD

ORCA input file:
```
! RIJCOSX wB97M-V def2-TZVPD def2/J DEFGRID3
* xyz -1 1
O -2.60 0.59 -0.74
O -2.29 -1.22 0.66
O 1.92 0.49 -1.50
N 2.24 -0.31 1.22
C 0.91 -0.12 0.69
C 1.94 -0.33 -0.50
C -2.10 -0.53 -0.45
C 0.33 1.29 0.73
H 0.27 -0.98 0.84
H -0.07 1.49 1.82
H 2.19 -1.37 -0.70
H -1.54 -1.04 -1.31
H 1.15 2.00 0.62
H -0.44 1.26 -0.02
*
```

Calculated values
Gap between HOMO and LUMO: 5.322 eV
HOMO energy: -4.5 eV
Molecular weight: 116.10 g/mol

---

Which structure loses on stability? three) does.

---

one) Molecular formula: CHClFNO2
Method: DFT, ωB97M-V/def2-TZVPD

ORCA input file:
```
! RIJCOSX wB97M-V def2-TZVPD def2/J DEFGRID3
* xyz 0 1
Cl -2.15 1.08 -0.28
F 0.35 1.62 -0.38
O -0.03 -1.31 -0.29
O 1.75 -2.36 -0.63
N 1.15 -1.43 -0.29
C -0.69 1.29 0.41
H -0.37 1.12 1.46
*
```

Calculated values
Gap between HOMO and LUMO (alpha / beta): 11.311 / 5.768 eV
HOMO energy (alpha / beta): -11.0 / -7.9 eV
Molecular weight: 113.48 g/mol

---

two) Molecular formula: CHClFNO2
Method: DFT, ωB97M-V/def2-TZVPD

ORCA input file:
```
! RIJCOSX wB97M-V def2-TZVPD def2/J DEFGRID3
* xyz 0 1
Cl -2.15 -0.70 1.25
F -1.54 -0.09 -1.03
O 2.99 -0.09 -0.35
O 0.30 -0.61 0.04
N 2.08 0.48 -0.56
C -0.84 0.03 0.07
H -0.84 0.97 0.57
*
```

Calculated values
Gap between HOMO and LUMO (alpha / beta): 8.279 / 7.051 eV
HOMO energy (alpha / beta): -10.3 / -9.6 eV
Molecular weight: 113.48 g/mol

---

Which structure loses on stability? one) does.

---

one) Molecular formula: C6H11BrNO3S
Method: DFT, ωB97M-V/def2-TZVPD

ORCA input file:
```
! RIJCOSX wB97M-V def2-TZVPD def2/J DEFGRID3
* xyz -1 1
Br 2.15 -2.75 0.23
S 5.49 0.90 -0.52
O 5.75 1.25 0.91
O 3.84 -0.42 -0.30
O 5.10 2.01 -1.31
N 2.49 1.35 0.48
C 1.57 -0.90 0.45
C -1.01 -1.62 -0.66
C -0.55 0.76 -0.80
C 2.62 -0.07 0.12
C 0.30 -0.54 1.12
C -0.91 -0.33 0.18
H -0.09 -2.06 -0.95
H 0.63 0.29 1.75
H -1.69 -0.19 0.90
H 0.19 0.40 -1.53
H 1.98 1.57 1.31
H 3.31 1.90 0.32
H -1.44 1.37 -1.29
H -1.58 -1.31 -1.56
H 0.04 1.64 -0.25
H -0.02 -1.33 1.98
H -1.51 -2.35 -0.17
*
```

Calculated values
Gap between HOMO and LUMO: 7.072 eV
HOMO energy: -3.8 eV
Molecular weight: 257.13 g/mol

---

two) Molecular formula: C6H11BrNO3S
Method: DFT, ωB97M-V/def2-TZVPD

ORCA input file:
```
! RIJCOSX wB97M-V def2-TZVPD def2/J DEFGRID3
* xyz -1 1
Br 1.30 -2.77 -0.16
S 1.25 -0.40 1.67
O 2.87 -0.72 1.83
O 2.81 2.03 -2.25
O 1.14 1.08 1.70
N 2.01 2.51 -0.12
C -1.30 -0.72 -0.16
C 0.06 -0.29 -0.75
C 2.46 2.21 -1.17
C -1.72 0.07 1.10
C 1.32 -0.72 -0.14
C -2.51 -0.63 -1.12
H -2.67 0.41 -1.10
H 1.46 1.80 0.49
H -1.49 1.12 1.00
H 3.21 -1.04 1.03
H -3.21 -1.24 -0.79
H -2.13 -1.03 -2.01
H -1.28 -1.77 0.13
H 0.03 0.92 -0.77
H -2.68 -0.14 1.36
H 0.11 -0.48 -1.83
H -1.02 -0.18 2.04
*
```

Calculated values
Gap between HOMO and LUMO: 7.058 eV
HOMO energy: -3.9 eV
Molecular weight: 257.13 g/mol

---

Which structure loses on stability? two) does.

---

one) Molecular formula: C19H23N3O4S
Method: DFT, ωB97M-V/def2-TZVPD

ORCA input file:
```
! RIJCOSX wB97M-V def2-TZVPD def2/J DEFGRID3
* xyz 0 1
S 4.02 0.74 1.95
O -5.11 -2.91 -0.12
O 1.08 2.06 -1.28
O -2.80 -4.06 -1.43
O 4.09 4.24 1.40
N 1.37 0.64 1.78
N 0.22 0.12 1.49
N 2.08 3.26 1.03
C -1.23 -1.55 0.64
C 3.27 2.87 -1.75
C 3.24 1.34 -1.83
C 3.27 3.38 1.64
C -2.76 -3.04 -0.53
C 1.75 1.07 -2.03
C 2.50 -0.01 1.54
C -3.60 -1.40 1.02
C 1.82 3.27 -1.41
C 1.68 4.06 -0.10
C -2.32 -0.95 1.27
C -6.21 -2.30 0.51
C 3.50 2.32 2.71
C -3.85 -2.44 0.13
C 0.12 -1.08 0.93
C 1.28 -1.84 0.65
C -1.48 -2.58 -0.26
C -4.02 -4.56 -1.94
C 2.50 -1.29 0.97
H 1.39 3.87 -2.22
H 1.50 2.45 1.24
H 2.33 4.94 -0.14
H 3.57 3.31 -2.71
H -0.68 -3.06 -0.80
H -4.42 -0.92 1.53
H 1.48 1.14 -3.09
H 3.97 3.23 -0.99
H -6.16 -2.41 1.60
H -3.73 -5.30 -2.68
H -6.29 -1.24 0.25
H 3.84 0.95 -2.65
H -7.09 -2.83 0.15
H -4.61 -5.04 -1.16
H 0.64 4.36 0.03
H -2.14 -0.14 1.96
H 3.59 0.90 -0.90
H 3.43 -1.81 0.80
H -4.61 -3.77 -2.41
H 1.21 -2.83 0.23
H 1.42 0.09 -1.65
H 4.33 2.62 3.34
H 2.61 2.12 3.29
*
```

Calculated values
Gap between HOMO and LUMO: 8.295 eV
HOMO energy: -8.0 eV
Molecular weight: 389.48 g/mol
SMILES string: COc1ccc(-c2ccc(SCC(=O)NC[C@H]3CCCO3)nn2)cc1OC

---

two) Molecular formula: C19H23N3O4S
Method: DFT, ωB97M-V/def2-TZVPD

ORCA input file:
```
! RIJCOSX wB97M-V def2-TZVPD def2/J DEFGRID3
* xyz 0 1
S -3.26 -0.54 -0.42
O 1.54 0.66 0.42
O 4.79 0.36 -0.02
O -6.70 -1.75 1.02
O -0.86 1.20 -1.08
N -1.44 2.98 0.07
N 2.19 -1.34 -0.36
N -0.25 3.22 -0.49
C -1.79 1.77 -0.28
C 4.37 0.59 2.32
C -2.98 1.08 0.09
C 4.76 -2.52 0.04
C -5.65 -1.76 0.42
C 2.71 -2.22 -1.38
C 1.82 -0.05 -0.53
C -5.15 -2.95 -0.35
C 0.09 2.15 -1.15
C 4.24 -2.20 -1.36
C -4.01 1.56 0.86
C 2.57 -1.75 0.97
C 1.71 0.46 -1.96
C -5.03 0.62 1.04
C 4.46 -0.16 1.02
C 4.10 -1.64 1.12
C 1.32 1.94 -1.95
C -4.78 -0.58 0.41
C 4.01 2.06 2.09
H 3.02 2.13 1.65
H 2.25 -2.79 1.12
H 2.05 -1.11 1.68
H 2.67 0.35 -2.47
H 3.64 0.12 2.98
H 1.15 2.29 -2.97
H 2.11 2.54 -1.50
H 0.95 -0.12 -2.49
H -4.18 -3.27 0.04
H -5.02 -2.68 -1.40
H 4.38 -2.01 2.11
H -4.01 2.56 1.27
H 4.59 -1.21 -1.65
H 4.02 2.61 3.03
H 4.63 -2.93 -2.07
H -5.92 0.78 1.61
H -5.86 -3.76 -0.27
H 2.35 -3.23 -1.15
H 2.34 -1.94 -2.36
H 4.56 -3.56 0.28
H 4.72 2.51 1.41
H 5.84 -2.37 0.07
H 5.35 0.52 2.80
*
```

Calculated values
Gap between HOMO and LUMO: 8.046 eV
HOMO energy: -8.4 eV
Molecular weight: 389.48 g/mol
SMILES string: CCC(=O)[C@@H]1CCCN(C(=O)CCc2nnc(-c3ccc(C(C)=O)s3)o2)C1

---

Which structure loses on stability? one) does.

---

one) Molecular formula: CH9NO5
Method: DFT, ωB97M-V/def2-TZVPD

ORCA input file:
```
! RIJCOSX wB97M-V def2-TZVPD def2/J DEFGRID3
* xyz 0 1
O 1.28 -1.51 0.86
O -0.45 2.71 -2.20
O -0.85 1.14 -0.03
O -1.42 2.53 1.60
O 0.52 -3.47 -1.77
N -0.60 0.41 2.06
C -1.02 1.43 1.28
H -0.14 -0.29 1.49
H -0.51 1.79 -2.47
H 0.44 2.91 -1.92
H -0.99 1.92 -0.61
H 1.39 -0.99 0.05
H 1.16 -4.06 -1.35
H 0.16 -3.03 -0.98
H 2.19 -1.64 1.15
H -1.16 0.15 2.85
*
```

Calculated values
Gap between HOMO and LUMO: 10.204 eV
HOMO energy: -10.1 eV
Molecular weight: 115.09 g/mol
SMILES string: NC(=O)O.O.O.O

---

two) Molecular formula: CH9NO5
Method: DFT, ωB97M-V/def2-TZVPD

ORCA input file:
```
! RIJCOSX wB97M-V def2-TZVPD def2/J DEFGRID3
* xyz 0 1
O -3.34 2.78 1.33
O -0.67 0.69 0.67
O 1.45 0.14 0.26
O 0.60 -2.45 1.60
O 0.78 -3.61 -4.63
N 0.99 2.36 0.52
C 0.41 1.10 0.55
H -3.80 2.15 1.94
H 0.41 3.16 0.20
H 0.90 -2.70 2.45
H 0.22 -2.87 -4.20
H 1.23 -2.78 0.95
H -2.59 2.22 1.01
H 1.89 2.30 0.03
H 1.26 -0.67 0.76
H 0.58 -4.33 -3.97
*
```

Calculated values
Gap between HOMO and LUMO: 11.022 eV
HOMO energy: -10.8 eV
Molecular weight: 115.09 g/mol
SMILES string: NC(=O)O.O.O.O

---

Which structure loses on stability? two) does.

---

one) Molecular formula: CH3ClO2S
Method: DFT, ωB97M-V/def2-TZVPD

ORCA input file:
```
! RIJCOSX wB97M-V def2-TZVPD def2/J DEFGRID3
* xyz 0 1
Cl 2.22 0.59 0.11
S -1.33 1.38 -0.08
O -0.35 -0.44 1.37
O -0.73 -1.10 -0.74
C -0.74 -0.28 0.12
H 2.59 -0.04 -0.94
H 0.01 -1.33 1.51
H -1.67 1.22 -1.36
*
```

Calculated values
Gap between HOMO and LUMO: 10.616 eV
HOMO energy: -10.1 eV
Molecular weight: 114.55 g/mol
SMILES string: O=C(O)S.Cl

---

two) Molecular formula: CH3ClO2S
Method: DFT, ωB97M-V/def2-TZVPD

ORCA input file:
```
! RIJCOSX wB97M-V def2-TZVPD def2/J DEFGRID3
* xyz 0 1
Cl 0.32 2.04 0.21
S 0.04 -0.76 1.77
O -1.12 0.06 -0.80
O 1.03 -0.26 -1.04
C 0.13 0.27 -0.25
H -1.22 -0.96 -0.81
H -1.19 -0.36 1.66
H 2.01 -0.03 -0.73
*
```

Calculated values
Gap between HOMO and LUMO: 9.216 eV
HOMO energy: -9.3 eV
Molecular weight: 114.55 g/mol

---

Which structure loses on stability? two) does.